(1)
Density functional theory data (ωB97M-V/def2-TZVPD) for a cluster of 2 separate species, C4H9NO4 in total.

Summary:
- E_LUMO: 0.44 eV
- M: 135.1 g mol⁻¹
- Kohn-Sham gap: 7.22 eV
- 2S+1: 1
- DFT total energy: -513.46096 hartree
- Energy relative to the best compared isomer or geometry (same formula, charge and spin): 306.12 kJ/mol
- HOMO energy: -6.785 eV

Geometry (Å):
C  1.23765  -0.33805  1.14016
C  -0.74053  0.68214  0.50088
C  -0.38778  1.10559  -0.94947
C  -0.86809  -0.04893  -1.69535
N  0.83356  -1.11990  2.20351
O  1.51480  -0.87083  0.01923
O  1.96563  0.72147  1.57113
O  -1.96214  0.04022  -2.43337
O  -0.27424  -1.18151  -1.64508
H  0.56924  -1.13345  -0.90884
H  2.43701  1.07994  0.80896
H  -2.22741  -0.84783  -2.72281
H  0.47277  -0.59598  2.98657
H  0.24136  -1.88798  1.93057
H  -1.34651  1.44043  0.99710
H  -1.23817  -0.28545  0.56570
H  0.69099  1.23630  -1.10750
H  -0.91813  2.00382  -1.26139

(2)
Density functional theory data (ωB97M-V/def2-TZVPD) for a structure of composition C36H31BrF4IrO4PS2.

Summary:
- E_LUMO: -5.95 eV
- M: 970.9 g mol⁻¹
- Net charge: +2
- Kohn-Sham gap: 8.27 eV
- 2S+1: 1
- DFT total energy: -5906.40017 hartree
- Energy relative to the best compared isomer or geometry (same formula, charge and spin): 92.85 kJ/mol
- HOMO energy: -14.228 eV

Geometry (Å):
Ir  0.43738  0.31736  -0.11441
F  4.11839  -5.70206  -0.60575
C  3.77848  -4.46145  -0.33483
C  4.44494  -3.75419  0.65236
F  5.43049  -4.32076  1.31722
C  4.07772  -2.44341  0.93031
F  4.77693  -1.79110  1.85290
C  3.03555  -1.82630  0.25605
P  2.60763  -0.07202  0.40937
C  2.95021  0.47542  2.07986
C  2.42319  -0.27417  3.13206
C  2.59599  0.15705  4.43469
C  3.28025  1.34087  4.68895
C  3.78798  2.09532  3.64181
C  3.62430  1.66630  2.33128
C  3.76285  0.68676  -0.74938
C  5.11481  0.74205  -0.39968
C  6.04521  1.20767  -1.31328
C  5.63733  1.60588  -2.57968
C  4.29773  1.53941  -2.93443
C  3.35859  1.08230  -2.02322
C  2.39674  -2.55607  -0.74153
Br  0.99571  -1.79227  -1.78028
C  2.74816  -3.85267  -1.04281
F  2.11811  -4.53118  -1.99145
H  1.88321  -1.19445  2.93553
H  2.20325  -0.42943  5.25411
H  3.42235  1.67128  5.70913
H  4.32618  3.01182  3.84354
H  4.03452  2.25063  1.51611
H  5.44580  0.42190  0.58115
H  7.08941  1.25697  -1.03608
H  6.36661  1.96807  -3.29170
H  3.98111  1.84845  -3.92126
H  2.31693  1.04954  -2.31167
O  -1.56910  1.00888  -0.67688
S  -2.29453  2.11626  0.11343
C  -3.03091  1.36551  1.59682
C  -4.22677  0.44083  1.42383
C  -3.91161  -0.84038  0.65634
C  -3.13027  -1.87209  1.47753
S  -1.57825  -2.46321  0.76733
O  -0.71522  -1.19724  0.76685
C  -2.12997  -2.95870  -0.85448
C  -2.21636  -2.11512  -1.95581
C  -2.65837  -2.63449  -3.16219
C  -3.02091  -3.97335  -3.25997
C  -2.92636  -4.80574  -2.15553
C  -2.46102  -4.30422  -0.94743
C  -3.73268  2.48763  -0.85626
C  -4.53963  3.53054  -0.41664
C  -5.67309  3.84856  -1.14582
C  -5.97596  3.14202  -2.30392
C  -5.14756  2.11828  -2.73840
C  -4.01199  1.78125  -2.01347
H  -3.28778  2.23335  2.20979
H  -2.17307  0.88293  2.07390
H  -5.02857  0.97781  0.91544
H  -4.60465  0.20990  2.42332
H  -3.35508  -0.56851  -0.23479
H  -4.83599  -1.29744  0.30563
H  -3.70046  -2.78578  1.65927
H  -2.81719  -1.49635  2.45493
H  -1.93506  -1.07402  -1.87802
H  -2.71992  -1.99292  -4.03168
H  -3.36706  -4.37050  -4.20453
H  -3.19583  -5.84987  -2.23461
H  -2.35224  -4.95983  -0.09122
H  -4.29231  4.09266  0.47666
H  -6.31427  4.65443  -0.81643
H  -6.85710  3.40089  -2.87493
H  -5.38093  1.58226  -3.64835
H  -3.34924  0.99604  -2.34656
C  0.87344  3.95780  1.26576
C  0.74256  2.59321  0.72298
O  0.22012  1.62207  1.38389
O  1.10710  2.24599  -0.44266
H  1.17769  3.90604  2.30996
H  -0.10386  4.44249  1.21530
H  1.58621  4.52865  0.67659

(3)
Density functional theory data (ωB97M-V/def2-TZVPD) for a cluster of 2 separate species, C4H6N2O2 in total in a non-equilibrium geometry.

Summary:
- E_LUMO: 0.51 eV
- M: 114.1 g mol⁻¹
- Kohn-Sham gap: 9.82 eV
- 2S+1: 1
- DFT total energy: -415.85663 hartree
- Energy relative to the best compared isomer or geometry (same formula, charge and spin): 483.06 kJ/mol
- HOMO energy: -9.314 eV

Geometry (Å):
C  1.93695  0.83168  -2.01271
C  0.57298  0.52451  0.03842
C  -1.27734  -0.95749  0.43687
C  -1.08748  0.18773  1.61884
H  2.47610  1.64471  -2.42311
H  0.73352  -1.43881  -1.00180
H  -2.30462  -0.67970  -0.04535
H  -1.37831  -1.98443  1.21466
H  -0.67539  -0.23658  2.65776
H  -2.05433  0.76469  1.95169
N  1.59382  1.04987  -0.51292
N  -0.16725  -0.48990  -0.56807
O  1.71053  -0.29660  -2.47712
O  -0.07917  1.08031  1.12284

(4)
Density functional theory data (ωB97M-V/def2-TZVPD) for an isolated molecule of C7H16BF in a non-equilibrium geometry.

Summary:
- E_LUMO: 0.45 eV
- M: 130.0 g mol⁻¹
- SMILES string: CC[C@H](F)BCC(C)C
- Kohn-Sham gap: 10.71 eV
- 2S+1: 1
- DFT total energy: -400.88512 hartree
- Energy relative to the best compared isomer or geometry (same formula, charge and spin): 277.28 kJ/mol
- HOMO energy: -10.263 eV

Geometry (Å):
C  2.01433  -1.40635  -0.58341
C  2.96506  -0.18466  -0.04417
C  2.18015  1.21729  0.28197
F  2.06935  1.44662  1.75903
B  0.67276  1.34050  -0.36358
C  -0.71241  1.12273  0.55186
C  -1.51708  -0.18061  -0.03518
C  -2.21139  -0.98701  1.21432
C  -2.71240  0.18854  -1.11632
H  1.63009  -1.25714  -1.69801
H  2.70645  -2.37759  -0.63113
H  1.13123  -1.69966  0.15062
H  3.46602  -0.55316  0.97294
H  3.84330  0.06410  -0.77710
H  2.82372  2.12816  -0.14302
H  0.46462  1.62826  -1.50727
H  -1.41648  2.07406  0.42594
H  -0.47076  1.05626  1.71682
H  -0.73006  -0.84505  -0.59860
H  -1.78108  -0.66621  2.27672
H  -3.36337  -0.73982  1.19482
H  -2.01502  -2.14225  1.04810
H  -3.36196  1.10990  -0.79320
H  -2.23465  0.41375  -2.17287
H  -3.44044  -0.75067  -1.12930

(5)
Density functional theory data (ωB97M-V/def2-TZVPD) for a structure of composition C3HN3O in a non-equilibrium geometry.

Summary:
- E_LUMO: -0.09 eV
- M: 95.1 g mol⁻¹
- Kohn-Sham gap: 11.16 eV
- 2S+1: 1
- DFT total energy: -354.24731 hartree
- Energy relative to the best compared isomer or geometry (same formula, charge and spin): 314.29 kJ/mol
- HOMO energy: -11.251 eV

Geometry (Å):
C  -1.48090  1.24989  0.01856
C  1.34600  -0.02027  0.08329
C  -0.60607  0.12637  -0.07243
N  -2.22037  2.13010  0.04324
N  1.42982  -1.24822  0.01652
N  -0.84210  -1.10790  -0.01479
O  0.22955  -1.88491  0.00808
H  2.14407  0.75494  -0.08246

(6)
Density functional theory data (ωB97M-V/def2-TZVPD) for a structure of composition C14H36F3NaO12 in a non-equilibrium geometry.

Summary:
- E_LUMO: -0.19 eV
- M: 476.4 g mol⁻¹
- Kohn-Sham gap: 8.16 eV
- 2S+1: 1
- DFT total energy: -1919.63431 hartree
- Energy relative to the best compared isomer or geometry (same formula, charge and spin): 134.44 kJ/mol
- HOMO energy: -8.348 eV

Geometry (Å):
Na  -12.93414  4.89468  23.48438
C  -10.67589  4.56667  20.23523
O  -9.54703  5.55330  19.99834
O  -11.62353  5.21765  21.11621
C  -11.02130  3.76638  18.90082
F  -10.33785  4.28834  17.81540
F  -10.72744  2.47168  18.92550
F  -12.34203  3.86874  18.48339
C  -9.77354  6.62936  19.17713
C  -8.50840  7.44090  19.35468
H  -7.65984  6.97395  18.85468
H  -8.55804  8.48269  19.03795
H  -8.44764  7.52809  20.43949
H  -10.61057  7.23061  19.53206
H  -10.10515  6.53988  18.14266
H  -10.18974  3.77597  20.80667
C  -15.34202  2.98377  20.41802
C  -14.98924  2.27431  21.77871
O  -13.73362  2.85751  22.14867
O  -16.50521  2.49241  19.90104
H  -14.50262  2.76116  19.75927
H  -15.33713  4.06708  20.53850
H  -15.04682  1.19854  21.61280
H  -15.75864  2.45338  22.52974
H  -13.04870  2.18499  22.16270
H  -16.53356  1.53879  19.79426
C  -17.69304  6.07646  24.31407
C  -16.38980  5.98573  23.56483
O  -15.51012  5.17472  24.42296
O  -17.73595  6.49523  25.73851
H  -18.04204  5.05574  24.15776
H  -18.28214  6.83751  23.80236
H  -15.99501  6.98070  23.35926
H  -16.55800  5.43760  22.63781
H  -15.94649  5.07412  25.27212
H  -18.57383  6.29146  26.16045
C  -13.49343  1.27188  24.97871
C  -14.61330  1.57319  25.98385
O  -14.13111  1.37468  27.28804
O  -12.72929  2.48644  24.73299
H  -14.15006  1.08713  24.12853
H  -12.82996  0.47315  25.31027
H  -15.23907  0.68465  25.90011
H  -15.05890  2.56023  25.86026
H  -13.27365  1.80630  27.27991
H  -12.07332  2.34011  24.04751
C  -13.49825  8.16530  21.89588
C  -12.01797  8.59905  22.18142
O  -11.93416  9.23156  23.36425
O  -13.79901  6.80775  22.22245
H  -13.81622  8.32874  20.86618
H  -14.11841  8.60874  22.67489
H  -11.88853  9.41061  21.46538
H  -11.25015  7.83265  22.07566
H  -12.43410  10.04190  23.48675
H  -13.39747  6.36029  21.47402
C  -9.55444  6.17354  24.31273
C  -8.34700  5.30155  24.10880
O  -8.04702  4.19456  24.89119
O  -10.68073  5.49597  23.91248
H  -9.30208  7.05282  23.72004
H  -9.64978  6.54688  25.33235
H  -7.52334  5.97269  23.86535
H  -8.47116  4.78978  23.15445
H  -8.47462  3.40469  24.55227
H  -10.87460  5.76226  23.01076